Here is a 2-piece molecular cluster, C14H19F2N3O5 overall at a distorted geometry from the OMol25 dataset. Energies are from ωB97M-V/def2-TZVPD.

Values from the calculation:
Structure (SMILES): N[C@H](c1ccc(O)cc1)C(F)(F)C(=O)O.CNC(=O)CNC(C)=O
Orbital gap, eV: 9.15
Energy above the lowest of the compared OMol25 structures with the same formula, charge and spin, kJ/mol: 0.00
E_tot, hartree: -1285.13846
Spin multiplicity: 1
Total charge: 0

Cartesian coordinates (Å):
N1 0.327 -3.615 -2.604
C1 0.715 -2.616 -1.587
C2 -0.567 -2.218 -0.868
C3 -1.352 -1.107 -1.241
C4 -2.498 -0.768 -0.517
C5 -2.893 -1.530 0.577
O1 -4.009 -1.171 1.275
C6 -2.148 -2.651 0.941
C7 -0.997 -2.994 0.222
C8 1.528 -1.418 -2.175
F1 1.579 -0.408 -1.257
F2 0.914 -0.946 -3.302
C9 2.981 -1.810 -2.545
O2 3.346 -2.974 -2.432
O3 3.810 -0.828 -2.996
H1 -0.333 -3.212 -3.270
H2 1.151 -3.984 -3.084
H3 1.361 -3.103 -0.847
H4 -1.091 -0.484 -2.088
H5 -3.094 0.093 -0.801
H6 -4.050 -1.661 2.112
H7 -2.455 -3.264 1.781
H8 -0.429 -3.873 0.515
H9 4.664 -1.253 -3.168
C10 -0.439 5.790 0.554
N2 -0.683 4.350 0.489
C11 0.263 3.419 0.660
O4 1.436 3.705 0.896
C12 -0.172 1.959 0.493
N3 0.583 1.035 1.341
C13 0.267 0.761 2.604
C14 1.229 -0.127 3.359
O5 -0.743 1.182 3.153
H10 -0.213 6.078 1.582
H11 0.417 6.047 -0.074
H12 -1.315 6.339 0.207
H13 -1.627 4.036 0.326
H14 -1.233 1.876 0.731
H15 -0.040 1.682 -0.553
H16 1.444 0.666 0.972
H17 1.329 -1.076 2.836
H18 0.841 -0.296 4.362
H19 2.196 0.371 3.421

Atomic partial charges in e from the Löwdin method, atoms 1 to 8: N 0.0810; C -0.2505; C -0.1872; C -0.0281; C -0.0132; C -0.3208; O 0.0513; C -0.0122

***

Here is C14H19F6N6O5S3V as an isolated structure from the OMol25 dataset. Energies are from ωB97M-V/def2-TZVPD.

Values from the calculation:
Orbital gap (alpha / beta), eV: 7.41 / 7.93
Expectation value of S²: 2.020
Energy above the lowest of the compared OMol25 structures with the same formula, charge and spin, kJ/mol: 115.55
E_tot, hartree: -3987.47808
Spin multiplicity: 3
Total charge: 0

Cartesian coordinates (Å):
V1 -0.089 -0.939 -0.105
N1 0.292 -5.259 -0.441
C1 0.457 -3.927 -0.227
S1 0.014 -2.888 -1.565
N2 0.963 -3.557 0.910
N3 1.112 -2.177 1.017
C2 1.908 -1.812 1.961
C3 2.130 -0.456 2.400
C4 3.051 -0.245 3.436
C5 3.262 1.012 3.958
C6 2.532 2.086 3.455
C7 1.617 1.912 2.436
C8 1.409 0.640 1.884
O1 0.541 0.510 0.887
H1 -0.383 -5.525 -1.135
H2 0.356 -5.845 0.378
H3 2.420 -2.604 2.500
H4 3.593 -1.098 3.829
H5 3.975 1.162 4.758
H6 2.679 3.077 3.867
H7 1.045 2.747 2.050
F1 -4.425 0.428 -3.381
C9 -3.896 0.890 -2.259
F2 -4.817 0.912 -1.306
F3 -3.429 2.119 -2.456
S2 -2.485 -0.182 -1.757
O2 -1.857 0.492 -0.614
O3 -1.664 -0.315 -2.920
N4 -3.201 -1.516 -1.352
S3 -2.967 -2.279 -0.007
O4 -1.810 -1.780 0.750
O5 -3.090 -3.683 -0.160
C10 -4.359 -1.728 1.070
F4 -4.250 -0.426 1.304
F5 -4.319 -2.391 2.218
F6 -5.510 -1.974 0.456
N5 1.424 -0.331 -1.619
C11 2.452 0.734 -1.452
C12 2.111 2.069 -2.123
C13 1.321 3.066 -1.270
C14 -0.201 3.008 -1.453
N6 -0.884 3.236 -0.185
H8 1.870 -1.228 -1.773
H9 0.890 -0.171 -2.470
H10 3.388 0.360 -1.871
H11 2.618 0.883 -0.387
H12 1.582 1.877 -3.064
H13 3.055 2.528 -2.423
H14 1.669 4.076 -1.496
H15 1.552 2.909 -0.215
H16 -0.478 2.058 -1.928
H17 -0.512 3.795 -2.145
H18 -0.788 2.401 0.379
H19 -1.877 3.352 -0.342

Atomic partial charges in e from the Löwdin method, atoms 1 to 8: V 0.8100; N 0.0800; C -0.8141; S 0.7129; N 0.0110; N -0.1089; C -0.0384; C -0.1388

***

Here is a single C14H19FN2O3S molecule at a distorted geometry from the OMol25 dataset. Energies are from ωB97M-V/def2-TZVPD.

Values from the calculation:
Structure (SMILES): CS(=O)(=O)N1CCC(C(=O)NCc2ccc(F)cc2)CC1
Orbital gap, eV: 9.87
Energy above the lowest of the compared OMol25 structures with the same formula, charge and spin, kJ/mol: 128.12
E_tot, hartree: -1378.18348
Spin multiplicity: 1
Total charge: 0

Cartesian coordinates (Å):
C1 5.809 -0.615 1.004
S1 4.541 -0.631 -0.287
O1 4.851 0.413 -1.224
O2 4.428 -1.973 -0.783
N1 3.190 -0.238 0.621
C2 2.143 -1.236 0.663
C3 1.292 -1.213 -0.606
C4 0.731 0.187 -0.887
C5 -0.341 0.586 0.121
O3 -0.234 0.453 1.325
N2 -1.431 1.160 -0.438
C6 -2.574 1.587 0.347
C7 -3.744 0.656 0.159
C8 -3.630 -0.671 0.559
C9 -4.675 -1.556 0.376
C10 -5.840 -1.094 -0.211
F1 -6.867 -1.950 -0.392
C11 -5.982 0.219 -0.618
C12 -4.923 1.090 -0.432
C13 1.870 1.220 -0.859
C14 2.682 1.103 0.431
H1 5.826 0.375 1.438
H2 5.536 -1.360 1.738
H3 6.762 -0.851 0.549
H4 2.624 -2.208 0.769
H5 1.522 -1.029 1.538
H6 1.925 -1.512 -1.445
H7 0.476 -1.932 -0.512
H8 0.284 0.188 -1.888
H9 -1.526 1.195 -1.440
H10 -2.845 2.608 0.066
H11 -2.244 1.572 1.390
H12 -2.714 -1.005 1.022
H13 -4.602 -2.587 0.684
H14 -6.906 0.544 -1.071
H15 -5.021 2.119 -0.745
H16 1.467 2.230 -0.950
H17 2.541 1.033 -1.698
H18 3.538 1.776 0.391
H19 2.062 1.346 1.297

Atomic partial charges in e from the Löwdin method, atoms 1 to 8: C -0.1181; S 0.6127; O -0.3000; O -0.2969; N -0.2383; C -0.1949; C -0.1128; C -0.2249

***

Here is C14H19KN3OS as an isolated structure at a distorted geometry from the OMol25 dataset. Energies are from ωB97M-V/def2-TZVPD.

Values from the calculation:
Orbital gap, eV: 9.34
Energy above the lowest of the compared OMol25 structures with the same formula, charge and spin, kJ/mol: 27.70
E_tot, hartree: -1782.36450
Spin multiplicity: 1
Total charge: +1

Cartesian coordinates (Å):
K1 0.031 -0.030 -0.537
C1 -4.568 1.624 -0.028
C2 -5.356 0.499 0.134
C3 -4.751 -0.744 0.211
C4 -3.372 -0.836 0.119
N1 -2.600 0.249 -0.036
C5 -3.197 1.444 -0.101
C6 -2.657 -2.180 0.200
C7 -3.356 -3.370 0.315
C8 -2.659 -4.565 0.388
C9 -1.277 -4.545 0.352
C10 -0.655 -3.313 0.246
N2 -1.318 -2.154 0.165
H1 -4.992 2.617 -0.093
H2 -6.435 0.575 0.203
H3 -5.353 -1.631 0.344
H4 -2.547 2.306 -0.223
H5 -4.436 -3.374 0.341
H6 -3.204 -5.498 0.472
H7 -0.688 -5.450 0.409
H8 0.430 -3.251 0.211
O1 2.168 -0.687 -0.901
S1 3.246 -0.561 0.185
C11 4.723 -1.401 -0.426
C12 5.857 -0.380 -0.508
C13 5.195 0.931 -0.927
C14 3.998 1.066 0.013
H9 4.405 -1.723 -1.422
H10 4.919 -2.279 0.186
H11 6.622 -0.726 -1.202
H12 6.342 -0.264 0.465
H13 4.852 0.877 -1.963
H14 5.865 1.785 -0.843
H15 3.187 1.713 -0.322
H16 4.304 1.388 1.012
N3 0.861 1.258 2.034
H17 0.026 1.012 2.559
H18 0.967 2.263 2.126
H19 1.637 0.839 2.538

Atomic partial charges in e from the Löwdin method, atoms 1 to 8: K 0.8421; C -0.0463; C -0.0394; C -0.0067; C -0.2046; N 0.0222; C -0.1284; C -0.2039

***

Here is a single C14H19N3O2S molecule from the OMol25 dataset. Energies are from ωB97M-V/def2-TZVPD.

Values from the calculation:
Structure (SMILES): CCCCC(=O)NNC(=S)NC(=O)c1ccc(C)cc1
Orbital gap, eV: 8.67
Energy above the lowest of the compared OMol25 structures with the same formula, charge and spin, kJ/mol: 0.00
E_tot, hartree: -1257.84144
Spin multiplicity: 1
Total charge: 0

Cartesian coordinates (Å):
C1 -1.875 3.916 1.329
C2 -0.918 3.018 2.102
C3 -1.255 1.542 1.912
C4 -0.293 0.636 2.675
C5 -0.636 -0.824 2.475
O1 -1.625 -1.238 1.919
N1 0.298 -1.667 3.033
N2 0.266 -3.025 2.740
C6 0.051 -3.549 1.512
S1 -0.487 -5.095 1.365
N3 0.304 -2.823 0.370
C7 1.122 -1.737 0.150
O2 1.851 -1.263 0.998
C8 1.022 -1.184 -1.222
C9 0.792 -1.965 -2.352
C10 0.720 -1.374 -3.599
C11 0.863 0.000 -3.753
C12 0.752 0.636 -5.103
C13 1.101 0.774 -2.622
C14 1.191 0.191 -1.375
H1 -2.898 3.759 1.664
H2 -1.622 4.963 1.475
H3 -1.829 3.695 0.265
H4 0.105 3.203 1.766
H5 -0.966 3.267 3.165
H6 -1.214 1.289 0.850
H7 -2.273 1.347 2.252
H8 0.733 0.799 2.336
H9 -0.332 0.855 3.745
H10 1.232 -1.296 3.178
H11 -0.042 -3.628 3.497
H12 -0.150 -3.222 -0.443
H13 0.709 -3.040 -2.277
H14 0.553 -1.992 -4.469
H15 1.415 1.494 -5.183
H16 -0.269 0.985 -5.263
H17 0.992 -0.075 -5.890
H18 1.223 1.842 -2.724
H19 1.387 0.791 -0.499

Atomic partial charges in e from the Löwdin method, atoms 1 to 8: C -0.1154; C -0.2736; C -0.2173; C -0.1165; C -0.4827; O 0.1002; N 0.0520; N 0.0179

***

Here is C14H19N3O3 as an isolated structure at a distorted geometry from the OMol25 dataset. Energies are from ωB97M-V/def2-TZVPD.

Values from the calculation:
Orbital gap, eV: 7.80
Energy above the lowest of the compared OMol25 structures with the same formula, charge and spin, kJ/mol: 1449.80
E_tot, hartree: -934.36185
Spin multiplicity: 1
Total charge: 0

Cartesian coordinates (Å):
N1 -5.683 -1.954 -0.037
C1 -4.471 -1.293 -0.531
O1 -4.103 -1.201 -1.705
C2 -3.874 -0.592 0.596
N2 -2.759 0.033 0.047
C3 -1.736 -0.710 -0.191
C4 -0.650 0.128 -0.614
N3 -0.120 1.179 0.137
C5 -1.257 2.017 0.592
C6 -2.283 1.066 1.227
H1 -3.213 1.944 1.575
H2 -2.045 0.655 2.012
H3 -0.833 2.486 1.359
H4 -1.584 2.683 -0.110
C7 1.037 1.922 -0.302
C8 2.185 1.028 -0.233
C9 3.073 0.982 -1.447
C10 4.130 0.294 -1.599
C11 4.577 -0.430 -0.742
C12 3.657 -0.586 0.590
C13 2.533 0.149 0.566
H5 1.848 0.173 1.693
O2 4.207 -1.476 1.358
C14 5.290 -2.042 0.814
O3 5.508 -1.261 -0.838
H6 6.329 -1.901 1.255
H7 5.243 -3.359 0.465
H8 4.810 0.580 -2.599
H9 2.691 1.811 -2.162
H10 1.295 2.634 0.681
H11 0.850 2.603 -1.158
H12 0.246 -0.395 -1.222
H13 -0.905 0.854 -1.635
H14 -2.061 -1.405 -1.058
H15 -1.323 -1.303 0.594
H16 -3.627 -1.114 1.428
H17 -4.632 0.133 0.893
H18 -6.273 -2.435 -0.543
H19 -6.076 -1.897 0.844

Atomic partial charges in e from the Löwdin method, atoms 1 to 8: N 0.1706; C -0.4049; O 0.0751; C -0.1821; N -0.1338; C -0.3295; C -0.2153; N -0.2168

***

Here is a single C14H19N3O5 molecule at a distorted geometry from the OMol25 dataset. Energies are from ωB97M-V/def2-TZVPD.

Values from the calculation:
Structure (SMILES): NC(=O)CC[C@H](N)C(=O)N[C@@H](Cc1ccc(O)cc1)C(=O)O
Orbital gap, eV: 8.98
Energy above the lowest of the compared OMol25 structures with the same formula, charge and spin, kJ/mol: 143.16
E_tot, hartree: -1085.38026
Spin multiplicity: 1
Total charge: 0

Cartesian coordinates (Å):
N1 -3.242 1.743 -3.011
C1 -2.300 1.568 -1.979
O1 -2.478 0.819 -1.047
C2 -0.931 2.312 -2.129
C3 0.060 1.740 -1.146
C4 -0.095 2.429 0.264
N2 0.665 3.658 0.407
C5 0.283 1.353 1.334
O2 1.347 1.342 1.958
N3 -0.548 0.275 1.176
C6 -0.497 -0.797 2.066
C7 0.749 -1.622 2.083
C8 1.066 -2.021 0.671
C9 0.623 -3.248 0.156
C10 1.037 -3.645 -1.141
C11 1.852 -2.828 -1.925
O3 2.187 -3.279 -3.160
C12 2.284 -1.638 -1.327
C13 1.916 -1.221 -0.097
C14 -1.068 -0.413 3.457
O4 -1.716 0.560 3.712
O5 -0.686 -1.395 4.424
H1 -4.238 1.515 -2.806
H2 -3.183 2.528 -3.660
H3 -1.129 3.380 -1.759
H4 -0.455 2.350 -3.196
H5 -0.051 0.670 -1.065
H6 1.141 1.893 -1.500
H7 -1.170 2.733 0.474
H8 0.276 4.079 1.248
H9 1.597 3.417 0.660
H10 -1.336 0.429 0.585
H11 -1.225 -1.515 1.624
H12 1.521 -1.210 2.800
H13 0.455 -2.550 2.627
H14 -0.082 -3.893 0.638
H15 0.833 -4.664 -1.481
H16 2.598 -2.484 -3.644
H17 2.896 -0.955 -1.920
H18 2.210 -0.292 0.336
H19 -1.165 -1.124 5.293

Atomic partial charges in e from the Löwdin method, atoms 1 to 8: N 0.1307; C -0.4899; O 0.0508; C -0.1211; C -0.1741; C -0.3069; N 0.0538; C -0.3992

***

Here is a single C14H19N5S molecule from the OMol25 dataset. Energies are from ωB97M-V/def2-TZVPD.

Values from the calculation:
Structure (SMILES): CCSCc1nc(N)nc(NCCc2ccccc2)n1
Orbital gap, eV: 9.28
Energy above the lowest of the compared OMol25 structures with the same formula, charge and spin, kJ/mol: 7.40
E_tot, hartree: -1216.91816
Spin multiplicity: 1
Total charge: 0

Cartesian coordinates (Å):
C1 -4.652 -1.167 -1.721
C2 -5.589 -0.022 -1.391
S1 -4.719 1.477 -0.815
C3 -4.287 1.021 0.904
C4 -2.929 0.411 0.973
N1 -2.846 -0.912 0.924
C5 -1.601 -1.401 0.959
N2 -1.463 -2.737 0.868
N3 -0.494 -0.671 1.044
C6 -0.697 0.646 1.100
N4 0.357 1.464 1.236
C7 1.720 1.023 1.112
C8 2.235 1.114 -0.335
C9 3.641 0.597 -0.416
C10 3.880 -0.766 -0.539
C11 5.174 -1.254 -0.576
C12 6.247 -0.384 -0.487
C13 6.019 0.975 -0.361
C14 4.724 1.461 -0.324
N5 -1.903 1.234 1.071
H1 -3.952 -0.869 -2.498
H2 -5.223 -2.024 -2.074
H3 -4.088 -1.458 -0.837
H4 -6.305 -0.300 -0.617
H5 -6.134 0.308 -2.275
H6 -4.298 1.956 1.461
H7 -5.047 0.332 1.267
H8 -0.555 -3.136 1.016
H9 -2.285 -3.309 0.929
H10 0.149 2.447 1.155
H11 1.754 -0.016 1.444
H12 2.349 1.632 1.768
H13 1.576 0.517 -0.969
H14 2.192 2.153 -0.669
H15 3.043 -1.445 -0.611
H16 5.346 -2.316 -0.677
H17 7.258 -0.764 -0.518
H18 6.853 1.659 -0.293
H19 4.552 2.524 -0.228

Atomic partial charges in e from the Löwdin method, atoms 1 to 8: C -0.1710; C -0.5447; S 0.8455; C -0.4057; C -0.4368; N 0.1431; C -0.4534; N 0.1596